The following is a DFT calculation (ωB97M-V/def2-TZVPD) of a single C5H5N3OS molecule.

The geometry in XYZ format:
```
15
Properties=species:S:1:pos:R:3:forces:R:3:lowdin_charge:R:1
C 1.989803 0.073360 -0.206792 0.492 0.572 -2.313 -0.108
C 1.559012 1.105320 -1.064607 1.484 -0.798 1.481 -0.146
C -1.696386 0.846280 -0.025784 -2.236 -2.343 -0.986 -0.540
C -2.034903 -0.746969 -0.472392 0.513 2.484 1.322 -0.419
C 0.130896 -1.164199 0.759076 1.965 1.200 -1.551 -0.378
N 1.153786 -0.391575 0.720822 -0.649 -2.363 1.574 0.022
N 0.282701 1.459239 -1.024773 -3.196 -0.082 -0.019 0.054
N -0.442309 1.178064 -0.009665 3.537 1.453 -1.583 0.049
O -2.601168 1.373155 0.526629 -1.797 1.262 0.941 0.083
S -0.629842 -1.709911 -0.781092 1.451 -1.101 0.219 0.892
H 2.960904 -0.457123 -0.427840 -1.148 0.580 0.592 0.140
H 2.051659 1.565162 -1.922133 0.589 -0.538 0.616 0.105
H -2.499094 -1.043112 0.482292 -0.644 -0.196 -0.906 0.079
H -2.588362 -0.727796 -1.397972 -0.740 0.022 0.174 0.070
H -0.521165 -1.225466 1.621386 0.379 -0.153 0.440 0.098
```
Forces are in eV/Å.

## Properties
* E_HOMO: -8.3 eV
* E_tot: -831.052230 a.u.
* maximum force: 4.1 eV/Å
* LUMO level: -0.840 eV
* multiplicity: 1
* net charge: 0


The following is a DFT calculation (ωB97M-V/def2-TZVPD) of 2 unconnected molecules or ions with the total composition C16H29ClFN2O8PS2.

The geometry in XYZ format:
```
60
Properties=species:S:1:pos:R:3:forces:R:3:lowdin_charge:R:1
C -0.853255 2.256045 1.341652 1.655 -0.344 -0.148 -0.052
C -0.918890 2.640585 -0.202343 -0.993 1.088 0.840 -0.289
F 0.425931 2.700184 -0.761565 -1.834 -0.545 0.695 -0.081
C -1.929293 1.779817 -1.088456 1.173 0.156 -0.253 -0.095
C -2.081341 0.245256 -0.660677 -1.335 1.620 -0.574 -0.637
N -3.134536 0.201953 0.413437 2.664 -3.869 3.476 0.003
C -2.788637 -0.602862 1.369825 1.452 2.545 0.010 -0.631
S -1.978523 -1.189574 2.705717 -2.577 1.025 -3.248 0.688
O -0.856142 -0.413279 -0.303713 -1.116 1.004 -1.161 -0.198
C 0.024730 -0.617258 -1.437104 2.316 -0.845 -0.059 -0.164
C 1.530349 -0.381986 -0.877496 -0.988 -0.108 0.597 -0.175
O 2.486842 -1.297417 -1.460783 0.375 1.232 0.484 -0.178
C 3.853622 -0.809798 -1.335900 0.341 -1.254 -2.135 -0.664
S 4.263574 -0.076316 0.324024 -0.248 0.047 0.637 0.828
C 4.785211 -2.098290 -1.709324 -0.438 -0.649 1.498 -0.148
C 6.063854 -2.264391 -0.770384 0.710 -1.010 -0.796 -0.316
N 7.093374 -1.169883 -0.955272 -0.975 -0.449 0.612 -0.030
C 4.180272 0.296656 -2.493442 0.312 0.587 0.453 -0.114
C 4.397262 1.776052 -1.924443 -0.004 -0.362 -0.878 -0.217
O 4.470221 2.652385 -3.115804 0.402 1.848 1.217 -0.110
C 5.216880 3.820163 -2.832850 3.818 -1.078 -0.097 -0.251
O 6.459518 3.742024 -2.735350 -4.153 0.373 -0.145 0.037
P -2.835273 -0.765542 -2.140140 0.088 -0.749 -1.797 0.735
O -3.189114 0.313029 -3.449742 -1.135 -0.909 2.754 -0.373
Cl -4.754984 -1.494163 -1.526072 0.972 0.992 -0.304 0.170
H -1.842495 1.947578 1.803932 1.163 0.630 -0.799 0.076
H -0.359310 3.111680 1.931992 -0.995 -1.187 -0.925 0.094
H -0.124760 1.369493 1.450484 -1.254 1.202 -0.171 0.083
H -1.296634 3.728238 -0.249838 0.679 -1.610 -0.168 0.145
H -1.542179 1.837339 -2.170460 -0.691 -0.040 1.565 0.117
H -2.946886 2.297707 -1.050118 1.356 -0.928 -0.034 0.136
H -0.121205 0.109974 -2.298013 -0.227 -1.018 1.042 0.129
H -0.055255 -1.719138 -1.746742 0.083 1.747 0.106 0.134
H 1.869130 0.686626 -1.063397 -0.656 -1.289 0.470 0.104
H 1.459950 -0.638196 0.245115 0.084 0.782 -1.594 0.120
H 3.418929 -0.615110 1.280008 0.447 -0.077 -1.220 -0.088
H 5.087884 -2.116234 -2.804123 -0.388 0.295 1.398 0.120
H 4.128538 -3.025019 -1.532181 0.922 1.348 -0.249 0.125
H 6.598867 -3.225182 -1.122109 -0.959 1.261 0.516 0.112
H 5.816438 -2.450794 0.333399 -0.052 0.506 -1.621 0.095
H 6.628434 -0.296834 -1.238858 0.449 -0.489 0.509 0.023
H 7.556506 -1.030884 -0.040146 -0.412 0.222 -0.941 0.071
H 3.362978 0.258055 -3.299525 1.030 0.128 1.392 0.145
H 5.161448 0.014784 -3.024254 -1.505 0.416 0.867 0.124
H 3.541301 2.172810 -1.287905 1.238 -0.723 -0.599 0.114
H 5.417991 1.844387 -1.428602 -1.465 -0.103 -0.237 0.111
H 4.744746 4.850918 -2.717311 -0.187 -1.556 -0.367 0.156
H -4.111761 0.610146 -3.248865 0.844 0.136 -0.593 0.040
C -7.252000 -2.588586 6.133335 0.022 -0.299 0.317 -0.047
O -7.475854 -1.480588 5.263409 0.114 0.087 -0.342 -0.001
C -6.859687 -1.581431 4.074898 -0.055 0.085 0.024 -0.601
O -6.165743 -2.498179 3.712401 -0.226 0.300 0.120 0.121
O -7.151373 -0.482829 3.360900 0.002 -0.238 0.293 0.002
C -6.557969 -0.454656 2.064072 0.141 0.066 -0.421 -0.046
H -7.795322 -2.399253 7.059404 -0.024 0.219 -0.216 0.093
H -7.634740 -3.510151 5.689975 0.187 0.074 -0.029 0.098
H -6.190112 -2.685313 6.368926 -0.092 -0.084 -0.161 0.098
H -6.913080 -1.291659 1.459185 0.174 -0.009 0.119 0.097
H -5.468728 -0.466852 2.138504 -0.128 -0.162 -0.008 0.067
H -6.859700 0.473767 1.578714 -0.098 -0.037 0.283 0.097
```
Forces are in eV/Å.

## Properties
* E_HOMO: -9.0 eV
* E_tot: -3036.112098 a.u.
* maximum force: 5.8 eV/Å
* LUMO level: -0.625 eV
* multiplicity: 1
* net charge: 0